1.
{"formula": "C4H5NO", "method": "wB97M-V/def2-TZVPD", "elements": ["C", "C", "C", "N", "O", "C", "H", "H", "H", "H", "H"], "coordinates": [[1.1808, 0.8718, 0.3576], [-0.0464, 0.0414, 0.1520], [-0.2466, -1.3638, 0.2965], [-1.3060, -1.7794, -0.3462], [-1.8635, -0.6595, -0.9121], [-1.1198, 0.4038, -0.5894], [0.9586, 1.8936, 0.6810], [1.8861, 0.4187, 1.0560], [1.6730, 0.9344, -0.6189], [0.3265, -2.0878, 0.8664], [-1.4495, 1.3657, -0.9568]], "forces_ev_per_a": [[0.1, 0.0, 0.0], [-0.1, 0.0, -0.4], [-0.1, -0.1, -0.1], [0.2, 0.0, 0.4], [-0.3, 0.1, 0.1], [0.1, 0.0, 0.0], [0.0, -0.2, 0.0], [-0.1, 0.1, 0.0], [0.2, 0.1, 0.2], [0.0, 0.2, -0.2], [0.0, -0.2, -0.1]], "e_above_lowest_kcal_mol": 37.0, "orbital_gap_ev": 10.52, "energy_ev": -7764.9234, "e_homo_ev": -9.6, "lumo_energy_ev": 0.9}

***

2.
{"formula": "C4H5NO", "method": "wB97M-V/def2-TZVPD", "elements": ["C", "C", "C", "N", "C", "O", "H", "H", "H", "H", "H"], "coordinates": [[-1.1866, -0.9509, -0.5113], [0.1244, -1.1121, -0.3084], [0.8609, -0.1261, 0.4994], [0.9660, 1.2534, 0.0836], [-0.1900, 1.3220, 0.6426], [-1.1151, 2.0352, 0.9209], [-1.7274, -1.5190, -1.2587], [-1.7666, -0.2513, 0.0889], [0.6348, -1.9993, -0.6904], [1.7974, -0.4921, 0.9614], [1.6021, 1.8403, -0.4280]], "forces_ev_per_a": [[0.0, -0.2, -0.1], [-0.2, 0.1, -0.2], [-0.4, 0.0, 0.4], [-0.1, 0.4, -0.6], [0.6, 0.2, 0.6], [0.8, -1.0, 0.1], [0.0, -0.3, 0.2], [0.2, 0.0, -0.4], [0.1, 0.3, -0.2], [-0.9, 0.3, 0.6], [0.1, 0.1, -0.5]], "e_above_lowest_kcal_mol": 79.3, "orbital_gap_ev": 9.25, "energy_ev": -7763.0881, "e_homo_ev": -8.6, "lumo_energy_ev": 0.7}

***

3.
{"formula": "C4H5NO2", "method": "wB97M-V/def2-TZVPD", "elements": ["N", "C", "C", "C", "O", "C", "O", "H", "H", "H", "H", "H"], "coordinates": [[1.0775, 1.6768, 0.3042], [0.3340, 0.5561, 0.0205], [-0.9570, 0.3482, -0.2579], [-1.1865, -1.1337, -0.2936], [0.1203, -1.7188, -0.3018], [1.0407, -0.7552, -0.0795], [2.2243, -0.9531, 0.0042], [0.5718, 2.4235, 0.7586], [1.9528, 1.4550, 0.7626], [-1.7442, 1.0801, -0.3903], [-1.7492, -1.5088, -1.1516], [-1.6847, -1.4700, 0.6246]], "forces_ev_per_a": [[0.0, 0.1, 0.1], [-0.1, -0.1, -0.1], [0.1, 0.0, 0.1], [-0.2, 0.0, -0.1], [0.1, 0.0, 0.0], [0.3, 0.0, 0.1], [-0.5, 0.0, 0.1], [0.1, -0.1, -0.1], [0.0, 0.1, -0.2], [0.1, -0.1, 0.2], [0.2, 0.1, 0.0], [-0.1, 0.0, -0.2]], "e_above_lowest_kcal_mol": 7.1, "orbital_gap_ev": 9.83, "energy_ev": -9814.0080, "e_homo_ev": -9.0, "lumo_energy_ev": 0.9}

***

4.
{"formula": "C4H5NO2", "method": "wB97M-V/def2-TZVPD", "elements": ["O", "C", "C", "O", "N", "C", "C", "H", "H", "H", "H", "H"], "coordinates": [[-1.2473, -2.0269, 0.2695], [-1.9165, -0.9260, 0.0139], [-0.9796, 0.0216, -0.6770], [-1.0540, 0.1554, -1.8820], [-0.1947, 0.8066, 0.1643], [1.0805, 1.2923, -0.3041], [1.0098, 0.2616, 0.7707], [-1.8588, -2.6628, 0.6755], [1.3097, 2.3233, -0.0489], [1.3839, 0.9744, -1.2990], [1.2884, -0.7576, 0.5088], [1.1787, 0.5382, 1.8085]], "forces_ev_per_a": [[-0.4, 0.2, 0.0], [0.3, -0.2, 0.0], [0.0, 0.2, -0.3], [0.0, -0.1, 0.5], [-0.3, -0.1, -0.1], [0.2, 0.1, -0.2], [0.2, -0.2, 0.2], [0.1, 0.1, -0.1], [0.0, -0.2, 0.0], [0.0, 0.0, 0.2], [0.0, 0.2, 0.0], [0.0, 0.0, -0.2]], "e_above_lowest_kcal_mol": 93.7, "orbital_gap_ev": 9.47, "energy_ev": -9810.2496, "e_homo_ev": -9.1, "lumo_energy_ev": 0.4}

***

5.
{"formula": "C4H5NO2", "method": "wB97M-V/def2-TZVPD", "elements": ["O", "C", "C", "C", "N", "C", "O", "H", "H", "H", "H", "H"], "coordinates": [[2.6479, -0.4159, -0.6996], [1.4758, -0.1781, -0.8696], [0.6698, 0.4344, 0.2222], [-0.5822, 1.1222, 0.0685], [-1.2863, 0.1429, 0.9388], [-1.1726, -1.1169, 0.5688], [-0.2402, -1.6522, -0.0649], [0.9669, -0.3154, -1.8393], [1.1555, 0.4700, 1.1937], [-0.9678, 1.1562, -0.9561], [-0.6509, 2.0991, 0.5483], [-2.0159, -1.7462, 0.8893]], "forces_ev_per_a": [[-0.5, 0.1, -0.1], [0.3, 0.0, 0.0], [0.0, 0.0, 0.0], [0.2, 0.1, -0.2], [-0.1, -0.3, 0.0], [0.1, 0.0, 0.0], [-0.1, 0.2, 0.1], [0.1, 0.0, 0.1], [-0.1, 0.0, -0.1], [0.1, 0.0, 0.1], [0.0, -0.2, -0.1], [0.0, 0.1, 0.0]], "e_above_lowest_kcal_mol": 87.4, "orbital_gap_ev": [8.14, 8.14], "energy_ev": -9810.5254, "e_homo_ev": [-9.7, -9.6], "lumo_energy_ev": [-1.5, -1.5]}

***

6.
{"formula": "C4H5NO2", "method": "wB97M-V/def2-TZVPD", "elements": ["C", "C", "C", "O", "N", "C", "O", "H", "H", "H", "H", "H"], "coordinates": [[1.8842, 0.1735, -0.1821], [0.5317, -0.3721, -0.0163], [-0.5151, -1.0951, -0.0198], [-1.2450, -2.1446, -0.3704], [-0.6960, 0.0202, 0.8879], [-1.3430, 1.1823, 0.4055], [-0.8692, 1.9586, -0.3881], [1.8273, 1.1973, -0.5631], [2.4139, 0.1851, 0.7775], [2.4498, -0.4397, -0.8882], [-2.0389, -2.1604, 0.1828], [-2.3052, 1.3682, 0.9152]], "forces_ev_per_a": [[0.0, 0.0, 0.0], [-0.1, -0.2, -0.1], [0.4, 0.2, -0.1], [-0.1, 0.1, 0.1], [-0.1, 0.2, 0.1], [0.0, 0.2, -0.2], [-0.1, -0.4, 0.3], [0.0, -0.2, 0.1], [-0.1, 0.0, -0.1], [-0.1, 0.1, 0.1], [0.1, 0.0, -0.1], [0.1, 0.0, -0.1]], "e_above_lowest_kcal_mol": 86.0, "orbital_gap_ev": 8.86, "energy_ev": -9810.5871, "e_homo_ev": -8.4, "lumo_energy_ev": 0.5}

***

7.
{"formula": "C4H5NO2", "method": "wB97M-V/def2-TZVPD", "elements": ["C", "N", "C", "C", "C", "O", "O", "H", "H", "H", "H", "H"], "coordinates": [[0.3712, 0.1130, -1.0959], [1.6748, 0.0561, -1.1642], [0.0899, -0.0497, 1.2896], [-1.3777, -0.3010, 0.6018], [-0.8425, 0.4062, -0.9998], [0.9120, -0.9005, 1.5257], [-2.2917, 0.3167, 1.1573], [2.1130, -0.8406, -1.3310], [2.1771, 0.6642, -0.5201], [0.1807, 0.9961, 1.6509], [-1.4075, -1.3926, 0.4301], [-1.5993, 0.9319, -1.5445]], "forces_ev_per_a": [[-0.9, 1.6, -1.7], [-0.1, -0.3, 0.6], [-1.8, -0.6, 0.5], [2.2, -0.6, 3.1], [1.5, -0.8, -0.5], [-0.1, 0.3, -0.3], [-0.4, 0.4, -0.6], [0.0, 0.1, 0.0], [0.0, -0.2, -0.2], [0.2, 0.1, 0.0], [-0.4, 0.1, -0.7], [-0.1, -0.1, 0.0]], "e_above_lowest_kcal_mol": 115.8, "orbital_gap_ev": 8.11, "energy_ev": -9809.2951, "e_homo_ev": -8.2, "lumo_energy_ev": 0.0}

***

8.
{"formula": "C4H5NO2", "method": "wB97M-V/def2-TZVPD", "elements": ["C", "C", "O", "H", "H", "C", "O", "C", "N", "H", "H", "H"], "coordinates": [[-2.5824, -0.8392, -0.1726], [-3.0547, 0.3871, -0.2174], [-3.8453, 1.2351, -0.3000], [-3.2287, -1.6710, 0.0455], [-1.6975, -1.0834, -0.7355], [2.7415, 0.7020, 0.2806], [1.3490, 0.8509, -0.0072], [0.5966, -0.2325, 0.0560], [0.2975, -1.3424, -0.0512], [3.2632, 0.0492, -0.4228], [3.2414, 1.6678, 0.2538], [2.9194, 0.2765, 1.2709]], "forces_ev_per_a": [[1.0, 0.5, -1.0], [-2.4, -1.9, -0.3], [1.0, 1.2, 0.3], [-0.4, 0.2, 0.5], [0.1, 0.1, 0.4], [1.1, -0.7, 0.5], [-1.6, 0.0, 0.2], [3.1, 0.3, -0.6], [-0.5, 0.1, 0.4], [-0.4, 0.0, -0.3], [-0.6, 0.2, -0.1], [-0.4, 0.1, 0.0]], "e_above_lowest_kcal_mol": 83.9, "orbital_gap_ev": 9.10, "energy_ev": -9810.6777, "e_homo_ev": -8.8, "lumo_energy_ev": 0.3}

***

9.
{"formula": "C4H5NO2", "method": "wB97M-V/def2-TZVPD", "elements": ["C", "C", "N", "C", "C", "O", "O", "H", "H", "H", "H", "H"], "coordinates": [[0.4776, -0.6219, -0.8622], [-1.1473, -0.8207, 0.8961], [-0.5929, -1.1377, -0.2472], [1.1833, 0.5593, -0.4870], [0.4115, 1.6281, 0.2678], [2.3189, 0.8049, -0.8739], [0.8654, 2.3875, 1.0756], [-0.9983, -1.9518, -0.7204], [0.9224, -1.2337, -1.6344], [-2.0521, -1.3238, 1.1970], [-0.7490, -0.0291, 1.4950], [-0.6394, 1.7389, -0.1062]], "forces_ev_per_a": [[0.8, -0.2, -0.9], [-0.6, -0.2, -0.1], [-0.4, -0.4, 0.6], [0.4, -0.1, 0.0], [-0.4, 0.6, -0.3], [-0.3, 0.0, 0.1], [0.0, -0.2, 0.0], [0.1, 0.4, 0.2], [-0.1, 0.0, 0.0], [0.0, 0.0, -0.1], [0.2, 0.1, 0.2], [0.1, 0.0, 0.2]], "e_above_lowest_kcal_mol": 71.3, "orbital_gap_ev": [7.75, 7.74], "energy_ev": -9811.2227, "e_homo_ev": [-8.2, -8.2], "lumo_energy_ev": [-0.4, -0.4]}

***

10.
{"formula": "C4H5NO2", "method": "wB97M-V/def2-TZVPD", "elements": ["N", "C", "C", "C", "O", "C", "O", "H", "H", "H", "H", "H"], "coordinates": [[0.7307, 1.3636, 0.8094], [0.4321, 0.5215, -0.1895], [-1.3799, -0.0428, -0.5988], [-0.8005, -1.1176, 0.0243], [0.2463, -1.7206, -0.6496], [1.1869, -0.6956, -0.4742], [2.3720, -0.8621, -0.5862], [0.5820, 2.3589, 0.7064], [1.2014, 1.0777, 1.6636], [-2.1638, 0.5077, -0.0748], [-1.3784, 0.0505, -1.6784], [-1.0221, -1.4587, 1.0323]], "forces_ev_per_a": [[-0.1, 0.2, 0.0], [-0.6, -0.4, 0.4], [0.4, 0.4, -0.1], [0.1, 0.3, 0.4], [0.1, -0.2, -0.3], [0.4, 0.1, -0.2], [-0.7, 0.1, 0.2], [0.0, -0.3, 0.0], [-0.1, 0.0, -0.3], [0.4, 0.0, 0.0], [0.0, -0.1, 0.1], [0.2, 0.1, -0.2]], "e_above_lowest_kcal_mol": 79.1, "orbital_gap_ev": 9.01, "energy_ev": -9810.8863, "e_homo_ev": -8.2, "lumo_energy_ev": 0.8}